[1]
Entry from the Open Molecules 2025 dataset: a single C14H18Cl2N2O5S molecule in a non-equilibrium geometry (wB97M-V/def2-TZVPD).

Structure (XYZ):
```
42
Properties=species:S:1:pos:R:3
C -4.833 -2.428 -0.966
N -4.917 -1.345 -0.015
C -4.892 -0.057 -0.395
O -4.849 0.320 -1.550
C -4.886 0.919 0.765
H -5.604 0.640 1.534
H -5.071 1.932 0.419
S -3.216 0.891 1.588
O -2.910 -0.538 1.731
C -2.264 1.474 0.099
C -0.811 1.065 0.215
O 0.084 1.874 0.326
N -0.657 -0.284 0.160
C 0.516 -1.026 0.230
C 1.763 -0.444 0.438
C 2.921 -1.211 0.483
C 2.809 -2.599 0.311
C 1.579 -3.195 0.111
C 0.440 -2.412 0.071
Cl -1.092 -3.171 -0.181
H 1.513 -4.264 -0.014
Cl 4.233 -3.564 0.357
O 4.168 -0.737 0.697
C 4.377 0.640 0.919
C 4.371 1.462 -0.373
O 4.792 2.763 -0.043
C 4.741 3.650 -1.132
H 3.718 3.748 -1.516
H 5.084 4.613 -0.762
H 5.394 3.316 -1.948
H 5.058 1.003 -1.101
H 3.366 1.486 -0.820
H 3.648 1.049 1.626
H 5.372 0.709 1.366
H 1.799 0.623 0.567
H -1.501 -0.852 0.202
H -2.716 1.052 -0.798
H -2.339 2.559 0.088
H -4.742 -1.571 0.954
H -3.872 -2.939 -0.889
H -4.938 -2.005 -1.964
H -5.635 -3.144 -0.787
```

Computed properties:
Electronic energy ... -2348.5593 hartree
LUMO energy ... 0.399 eV
Frontier orbital gap ... 8.70 eV
ΔE to the lowest compared entry with this formula, charge and spin ... 0.3 kcal/mol
HOMO level ... -8.301 eV

***

[2]
Entry from the Open Molecules 2025 dataset: a molecular structure, C14H18KN4 (wB97M-V/def2-TZVPD).

Structure (XYZ):
```
37
Properties=species:S:1:pos:R:3
K -0.037 -0.821 -1.455
C 5.841 0.273 -2.060
C 5.768 0.526 -0.694
C 4.570 0.399 -0.015
C 3.428 0.012 -0.713
C 3.503 -0.244 -2.075
C 4.706 -0.112 -2.754
N 2.140 -0.166 -0.106
N 2.105 0.133 1.095
C 0.891 -0.084 1.826
C 1.080 0.211 3.176
C 0.085 -0.054 4.106
C -1.076 -0.656 3.661
C -1.244 -0.907 2.291
C -0.302 -0.615 1.287
H 6.785 0.374 -2.579
H 6.657 0.823 -0.154
H 4.505 0.588 1.046
H 2.612 -0.546 -2.615
H 4.754 -0.312 -3.815
H 2.031 0.627 3.486
H 0.237 0.162 5.155
H -1.842 -0.953 4.372
H -2.157 -1.449 2.022
N -3.401 1.031 1.827
C -4.436 0.114 1.238
C -4.199 -0.097 -0.256
N -2.854 -0.521 -0.623
H -3.620 1.262 2.797
H -3.325 1.906 1.308
H -2.460 0.554 1.856
H -5.416 0.551 1.424
H -4.355 -0.820 1.793
H -4.427 0.826 -0.795
H -4.925 -0.835 -0.595
H -2.574 -1.359 -0.120
H -2.179 0.176 -0.320
```

Computed properties:
Electronic energy ... -1362.9375 hartree
Net charge ... +1
LUMO energy ... -2.994 eV
Frontier orbital gap ... 7.52 eV
ΔE to the lowest compared entry with this formula, charge and spin ... 0.0 kcal/mol
HOMO level ... -10.511 eV

***

[3]
Entry from the Open Molecules 2025 dataset: 2 unconnected molecules or ions with the total composition C14H18N in a non-equilibrium geometry (wB97M-V/def2-TZVPD).

Structure (XYZ):
```
33
Properties=species:S:1:pos:R:3
C 3.221 -1.250 1.120
C 2.221 -0.622 0.246
C 1.158 -1.161 -0.483
C 0.565 -0.108 -1.236
C 1.328 1.049 -0.977
C 1.210 2.413 -1.506
N 2.274 0.715 -0.046
C 3.267 1.627 0.516
H 3.045 -2.331 1.120
H 4.251 -1.081 0.768
H 3.150 -0.897 2.160
H 0.844 -2.197 -0.442
H -0.088 -0.237 -2.090
H 0.443 2.421 -2.289
H 0.904 3.125 -0.724
H 2.152 2.768 -1.952
H 3.115 2.631 0.111
H 3.183 1.674 1.610
H 4.287 1.302 0.268
C -1.926 0.178 -0.697
C -1.981 0.559 0.641
C -2.726 0.014 1.684
C -3.533 -1.120 1.689
C -3.867 -1.939 0.617
C -3.483 -1.805 -0.715
C -2.608 -0.890 -1.290
H -1.533 0.939 -1.388
H -1.364 1.423 0.909
H -2.649 0.539 2.643
H -3.968 -1.397 2.656
H -4.526 -2.785 0.847
H -3.923 -2.537 -1.405
H -2.443 -1.020 -2.365
```

Computed properties:
Electronic energy ... -598.7151 hartree
Net charge ... +1
LUMO energy ... -4.935 eV
Frontier orbital gap ... 5.62 eV
ΔE to the lowest compared entry with this formula, charge and spin ... 51.8 kcal/mol
HOMO level ... -10.554 eV

***

[4]
Entry from the Open Molecules 2025 dataset: a molecular structure, C14H18N2O4 in a non-equilibrium geometry (wB97M-V/def2-TZVPD).

Structure (XYZ):
```
38
Properties=species:S:1:pos:R:3
C 0.026 0.174 1.007
C 0.815 -0.919 0.227
C -1.245 -0.473 1.751
C -2.526 -0.215 0.816
C -2.840 -1.008 -0.205
C -3.284 0.905 0.992
C -3.952 -0.686 -1.077
C -4.410 1.198 0.239
C -4.940 0.271 -0.709
C 2.935 0.482 0.285
C 2.910 1.799 -0.500
C 4.151 -0.354 0.595
C 4.175 -1.321 -0.608
C 2.782 -1.314 -1.327
H -0.703 1.921 0.609
H -0.808 0.812 -0.685
H 0.586 0.603 1.925
H -1.523 -0.123 2.727
H -0.943 -1.562 1.763
H -2.007 -1.879 -0.515
H -2.957 1.586 1.746
H -4.208 -1.389 -1.795
H -5.173 1.896 0.394
H -6.147 0.062 -2.284
H 2.584 0.842 1.320
H 5.001 0.355 0.636
H 4.105 -0.805 1.616
H 4.848 -0.862 -1.351
H 4.788 -2.273 -0.495
H 2.203 -2.217 -1.572
H 2.785 -0.615 -2.218
H 0.935 1.701 -0.257
N -0.241 1.214 0.070
N 2.062 -0.560 -0.276
O 0.502 -2.055 -0.028
O -6.124 0.336 -1.289
O 4.016 2.193 -0.816
O 1.825 2.278 -0.709
```

Computed properties:
Electronic energy ... -954.6544 hartree
LUMO energy ... 0.244 eV
Frontier orbital gap ... 8.82 eV
ΔE to the lowest compared entry with this formula, charge and spin ... 98.6 kcal/mol
HOMO level ... -8.575 eV

***

[5]
Entry from the Open Molecules 2025 dataset: a molecular structure, C14H19AgF6N4O7S4 in a non-equilibrium geometry (wB97M-V/def2-TZVPD).

Structure (XYZ):
```
55
Properties=species:S:1:pos:R:3
Ag 0.800 0.274 -0.093
S -0.488 0.997 -2.234
C 1.096 1.355 -2.864
C 1.360 1.400 -4.245
C 2.646 1.629 -4.683
C 3.668 1.819 -3.757
C 3.324 1.771 -2.417
N 2.085 1.569 -1.981
H 0.553 1.224 -4.942
H 2.857 1.641 -5.748
H 4.698 1.957 -4.056
H 4.077 1.888 -1.644
C 0.253 1.911 2.723
S 0.498 0.293 3.483
O 1.787 0.398 4.146
O -0.619 0.126 4.413
O 0.449 -0.662 2.379
H 1.227 2.376 2.589
H -0.367 2.527 3.372
H -0.255 1.798 1.762
F 4.356 -3.093 2.458
C 3.168 -2.526 2.177
F 2.384 -3.483 1.686
F 2.666 -2.078 3.307
S 3.469 -1.185 0.865
O 3.142 0.154 1.242
O 4.855 -1.440 0.573
N 2.497 -1.669 -0.308
S 3.294 -2.276 -1.586
O 3.987 -3.502 -1.313
O 3.922 -1.290 -2.414
C 1.800 -2.808 -2.540
F 1.011 -3.616 -1.833
F 1.088 -1.784 -2.977
F 2.232 -3.500 -3.614
C -3.124 1.651 0.138
C -4.655 1.395 0.182
N -4.947 0.149 0.897
C -4.449 0.282 2.274
C -2.936 0.632 2.276
N -2.430 0.623 0.904
C -2.681 -0.684 0.305
C -4.211 -0.943 0.248
H -2.864 2.626 0.559
H -2.746 1.633 -0.886
H -5.068 1.313 -0.828
H -5.187 2.207 0.689
H -4.633 -0.666 2.785
H -5.043 1.049 2.781
H -2.358 -0.069 2.871
H -2.758 1.624 2.696
H -2.156 -1.428 0.908
H -2.236 -0.699 -0.692
H -4.477 -1.878 0.750
H -4.561 -1.014 -0.786
```

Computed properties:
Electronic energy ... -3629.5804 hartree
Net charge ... -2
LUMO energy ... 4.591 eV
Frontier orbital gap ... 6.89 eV
ΔE to the lowest compared entry with this formula, charge and spin ... 10.1 kcal/mol
HOMO level ... -2.298 eV

***

[6]
Entry from the Open Molecules 2025 dataset: a molecular structure, C14H19AlF3N3O3S2 (wB97M-V/def2-TZVPD).

Structure (XYZ):
```
45
Properties=species:S:1:pos:R:3
Al -0.104 -0.483 -0.204
C 1.194 0.074 -4.090
N 0.004 0.811 -3.680
C -1.095 0.637 -4.624
C -0.329 0.576 -2.296
O -0.351 -0.776 -1.909
C -1.711 1.145 -1.916
O -1.980 0.647 -0.589
C -2.306 1.564 0.424
C -1.171 1.536 1.444
O -0.390 0.573 1.418
N -1.039 2.529 2.310
C 0.157 2.621 3.140
C -1.984 3.633 2.377
H 1.484 0.412 -5.085
H 1.999 0.301 -3.393
H 1.027 -1.009 -4.103
H -0.685 0.656 -5.632
H -1.633 -0.312 -4.494
H -1.800 1.466 -4.538
H -1.685 2.234 -1.934
H -2.499 0.767 -2.568
H -2.433 2.570 0.022
H -3.238 1.240 0.893
H 0.926 1.979 2.721
H 0.508 3.652 3.130
H -0.055 2.322 4.167
H -3.000 3.293 2.192
H -1.949 4.062 3.376
H -1.729 4.417 1.658
F -0.536 -4.846 2.392
C 0.785 -4.735 2.502
F 1.077 -4.716 3.829
F 1.325 -5.880 2.018
C 1.394 -3.541 1.822
C 2.772 -3.453 1.891
C 3.447 -2.388 1.303
C 2.698 -1.435 0.652
N 1.372 -1.513 0.584
C 0.671 -2.532 1.146
S -1.009 -2.390 0.901
H 3.325 -4.229 2.405
H 4.523 -2.306 1.346
H 3.132 -0.573 0.158
S 0.888 1.399 -1.166
```

Computed properties:
Electronic energy ... -2273.4509 hartree
LUMO energy ... 0.227 eV
Frontier orbital gap ... 7.93 eV
ΔE to the lowest compared entry with this formula, charge and spin ... 0.2 kcal/mol
HOMO level ... -7.702 eV

***

[7]
Entry from the Open Molecules 2025 dataset: 3 unconnected molecules or ions with the total composition C14H19BBr2F6NO7 in a non-equilibrium geometry (wB97M-V/def2-TZVPD).

Structure (XYZ):
```
50
Properties=species:S:1:pos:R:3
C 5.257 -0.670 -0.957
C 5.130 0.407 -2.139
Br 6.662 1.679 -2.269
C 3.740 1.269 -2.055
Br 3.825 2.583 -3.585
C 2.547 0.207 -2.224
C 1.097 0.678 -2.761
O 0.440 -0.639 -2.745
B 1.126 -1.507 -1.728
N -0.019 -1.973 -0.814
C -0.794 -2.673 -1.589
O -1.439 -3.486 -2.310
O 2.132 -0.594 -1.096
H 4.511 -0.426 -0.104
H 6.305 -0.761 -0.500
H 4.967 -1.737 -1.303
H 5.038 -0.197 -3.123
H 3.696 1.906 -1.109
H 2.869 -0.571 -3.018
H 0.608 1.187 -1.843
H 1.026 1.291 -3.722
H 1.772 -2.390 -2.229
C -2.521 -4.252 0.876
C -3.930 -3.784 1.179
O -4.419 -4.390 2.388
C -4.037 -3.803 3.543
O -3.327 -2.832 3.608
C -4.666 -4.517 4.736
F -4.591 -5.863 4.637
F -5.978 -4.217 4.868
F -4.082 -4.191 5.906
H -2.478 -5.344 0.843
H -2.180 -3.856 -0.083
H -1.823 -3.929 1.651
H -4.601 -4.099 0.376
H -3.989 -2.693 1.238
C -2.013 5.613 -0.561
C -1.769 5.257 0.893
O -0.894 4.126 0.997
C 0.429 4.389 0.897
O 0.888 5.491 0.726
C 1.242 3.110 1.073
F 0.737 2.074 0.379
F 1.288 2.716 2.366
F 2.519 3.243 0.672
H -2.383 4.744 -1.111
H -2.742 6.422 -0.643
H -1.088 5.929 -1.049
H -2.712 4.968 1.363
H -1.376 6.108 1.456
```

Computed properties:
Electronic energy ... -6898.4947 hartree
Net charge ... -1
LUMO energy ... 2.434 eV
Frontier orbital gap ... 7.64 eV
HOMO level ... -5.210 eV

***

[8]
Entry from the Open Molecules 2025 dataset: a single C14H19BN2O4 molecule in a non-equilibrium geometry (wB97M-V/def2-TZVPD).

Structure (XYZ):
```
40
Properties=species:S:1:pos:R:3
C -1.707 -1.703 -1.331
N -0.954 -1.651 -0.088
C 0.448 -2.004 -0.120
C 1.298 -1.085 -0.897
O 1.223 -1.167 -2.117
N 2.180 -0.216 -0.249
C 1.898 0.237 1.134
C 2.471 1.673 1.323
C 3.345 1.886 0.088
C 2.843 0.912 -0.952
B 4.147 0.345 -1.732
O 5.350 0.961 -1.498
O 3.966 -0.665 -2.650
C -1.407 -0.851 0.974
O -0.743 -0.768 1.985
C -2.740 -0.210 0.917
C -3.651 -0.559 1.921
C -4.910 -0.020 1.971
C -5.312 0.879 0.988
C -4.467 1.225 -0.055
C -3.197 0.684 -0.078
H -1.230 -2.374 -2.065
H -1.689 -0.743 -1.789
H -2.731 -1.999 -1.239
H 0.540 -3.021 -0.531
H 0.819 -1.995 0.892
H 0.809 0.138 1.318
H 2.423 -0.461 1.772
H 1.628 2.398 1.327
H 3.013 1.801 2.262
H 4.410 1.649 0.305
H 3.296 2.907 -0.250
H 2.166 1.403 -1.640
H 5.970 0.567 -2.131
H 3.019 -0.961 -2.615
H -3.319 -1.165 2.730
H -5.575 -0.258 2.758
H -6.264 1.339 1.104
H -4.791 1.900 -0.830
H -2.573 0.971 -0.912
```

Computed properties:
SMILES string ... CN(CC(=O)N1CCC[C@H]1B(O)O)C(=O)c1ccccc1
Electronic energy ... -980.3213 hartree
LUMO energy ... 0.570 eV
Frontier orbital gap ... 9.63 eV
ΔE to the lowest compared entry with this formula, charge and spin ... 0.0 kcal/mol
HOMO level ... -9.058 eV